(1)
Here is a cluster of 3 separate species, C27H54F9N3O3S in total at a distorted geometry from the Open Molecules 2025 dataset. Energies are from ωB97M-V with the def2-TZVPD basis set.

Charge   0
Structure (SMILES)   CCCO[C@@H]1C(=O)N[C@H](CCCCC(F)(F)C(F)(F)S(F)(F)(F)(F)F)[C@@H]1CCO.CCN(CC)CC.CCN(CC)CC
Spin multiplicity   1

Geometry as XYZ:
```
97
Properties=species:S:1:pos:R:3:forces:R:3:mulliken_charge:R:1
C -1.74735 -5.25001 0.60387 -0.7213 -0.2244 -0.1204 -0.7563
C -2.18405 -6.04347 -0.65446 0.7417 0.1621 1.0194 -0.5050
C -1.01075 -6.36708 -1.57907 -1.1229 -0.5625 -0.2646 -0.5908
O -0.92952 -5.37257 -2.60315 0.5603 -0.2932 -0.2847 -0.2935
C 0.33156 -4.76563 -2.72670 0.5179 0.9562 1.1949 -0.1614
C 0.55823 -3.89026 -1.44370 -2.6965 -0.6476 -3.1200 -0.1064
O 1.28533 -4.07996 -0.54715 1.7235 -0.1373 2.1879 -0.5952
N -0.35295 -2.81966 -1.60368 1.2952 1.3834 0.0878 0.3345
C -0.64397 -2.59465 -3.03273 0.7210 -0.1589 -1.3836 -0.2756
C -2.10337 -2.64257 -3.50456 -0.1481 -1.1583 0.5685 -1.2157
C -3.15752 -2.28077 -2.45640 0.1754 1.0022 -0.4055 -0.8621
C -3.24568 -0.75795 -2.15472 0.1068 -1.0829 0.7342 -0.8717
C -2.25113 -0.42168 -1.04448 0.4530 0.8510 -0.9574 0.0575
C -2.49258 0.93609 -0.39604 -0.1753 -1.5486 0.3908 0.8961
F -3.22071 1.76145 -1.13867 -0.0559 0.8467 -0.6514 -0.3476
F -3.24682 0.69337 0.70916 -0.2608 0.1656 0.6539 -0.3663
C -1.18590 1.57271 0.15371 -1.0479 0.0803 -0.6279 0.4486
F -0.45496 0.58912 0.61318 1.1015 -1.1783 0.3342 -0.2167
F -1.46504 2.33037 1.18635 -0.4031 1.2134 0.6405 -0.2163
S -0.19179 2.58946 -1.07323 1.6005 -0.2578 0.4391 1.4378
F 0.99098 1.52353 -1.05194 0.1798 -0.2342 -0.1534 -0.3025
F -0.77843 1.82251 -2.31973 -0.6787 -0.0310 -0.3060 -0.3277
F -1.29869 3.68144 -1.11766 -0.7793 0.2280 -0.0173 -0.3242
F 0.52311 3.31690 0.13520 0.0053 0.3128 0.3011 -0.3287
F 0.66008 3.46470 -2.05401 0.2129 0.2037 -0.3807 -0.3157
C 0.31161 -3.62311 -3.73254 -0.8292 -0.7249 0.3033 0.2227
C 0.06503 -3.98260 -5.19771 1.1764 0.2398 -0.2616 -0.4911
C 1.13271 -3.32619 -6.10006 -0.4812 0.2685 0.1989 -0.7262
O 0.65530 -2.06397 -6.56679 0.1599 0.2488 -0.1219 -0.5581
H -0.70490 -5.42652 0.84840 0.1652 0.1886 -0.0649 0.2594
H -1.95837 -4.18966 0.49922 0.3432 0.1883 -0.0228 -0.0404
H -2.32348 -5.59259 1.46324 -0.0670 0.0554 0.0618 0.3923
H -2.94702 -5.49794 -1.20092 -0.0694 -0.0143 -0.2106 0.2405
H -2.64110 -6.95915 -0.28135 0.0369 -0.2333 -0.3074 0.4465
H -0.08367 -6.50256 -1.02284 0.1404 0.3295 -0.0130 0.3944
H -1.22219 -7.32612 -2.06015 0.1190 0.0241 -0.2259 0.3604
H 1.20176 -5.42300 -2.80743 -0.2969 -0.4364 -0.3167 0.4438
H 0.21659 -2.01475 -1.33694 -0.6973 0.0838 0.8421 0.0126
H -0.23597 -1.63709 -3.37236 -0.1369 0.3186 0.5965 0.3977
H -2.21421 -2.05805 -4.41536 0.0227 0.2924 0.0242 0.3755
H -2.30581 -3.67214 -3.80794 -0.0528 -0.0471 0.0367 0.6566
H -4.13034 -2.61058 -2.81114 -0.0696 -0.1505 -0.0514 0.4919
H -2.92785 -2.79748 -1.52806 -0.1108 -0.2441 0.0514 0.2190
H -4.24594 -0.54121 -1.78597 -0.1487 0.1667 -0.1747 0.4024
H -3.04150 -0.18883 -3.05676 -0.1223 0.2221 -0.0399 0.2628
H -1.25249 -0.39031 -1.46885 0.1362 -0.1821 -0.0581 -0.3422
H -2.24310 -1.17862 -0.26959 -0.0547 0.0163 0.1657 0.2847
H 1.31661 -3.20975 -3.59924 0.0969 0.1384 -0.3239 0.3368
H -0.88855 -3.62159 -5.56964 -0.1758 -0.1808 0.0470 0.2603
H 0.12920 -5.05915 -5.35722 -0.2138 -0.1023 0.2151 0.4409
H 1.35389 -3.93930 -6.97105 -0.1665 0.0531 -0.1511 0.4042
H 2.07428 -3.17858 -5.56652 0.0580 -0.1756 0.0589 0.3358
H 0.91941 -1.36212 -5.95992 -0.0036 -0.2210 -0.0980 0.3181
C -3.12914 6.90983 6.24147 -0.0517 -0.0125 -0.0156 -1.4351
C -2.38109 6.59014 4.95498 -0.1545 0.1146 0.0621 -0.2967
N -2.20854 5.16875 4.72274 0.1780 -0.1894 -0.0232 0.1325
C -1.27529 4.87141 3.64898 0.2436 0.0302 -0.0644 -0.8330
C -1.64910 5.30639 2.22762 0.0345 -0.0625 -0.1137 -0.7068
C -3.42326 4.37133 4.73615 -0.2434 -0.0138 0.1822 -0.7171
C -4.53111 4.73158 3.73780 -0.0676 -0.1388 -0.0407 -0.8994
H -2.63983 6.45199 7.10240 -0.0149 -0.0500 -0.0273 0.3335
H -3.14793 7.98956 6.39652 0.0066 -0.0048 -0.0136 0.4368
H -4.16492 6.56886 6.20802 0.0110 0.0023 0.0243 0.2943
H -1.38979 7.04597 5.02900 0.0552 -0.1145 -0.1323 0.4343
H -2.89265 7.08978 4.11734 0.0084 0.0681 0.0144 0.2538
H -1.07218 3.79653 3.64640 -0.1281 -0.0179 0.0584 0.3875
H -0.31804 5.33799 3.90427 -0.0690 0.0831 0.0783 0.3635
H -2.40901 4.65896 1.79328 -0.0651 0.0759 0.0056 -0.0256
H -0.77050 5.24027 1.58217 0.0040 -0.0004 0.0243 0.2814
H -2.00425 6.33676 2.18693 -0.0110 -0.0040 0.0457 0.4350
H -3.84656 4.41606 5.74318 0.0425 0.0951 -0.0005 0.3910
H -3.15342 3.32035 4.60326 0.1549 0.0593 -0.0827 0.3449
H -4.70144 5.80739 3.67559 0.0316 0.0041 0.0176 0.2463
H -5.47032 4.27112 4.05249 0.0121 0.0087 0.0133 0.3758
H -4.31556 4.35770 2.73786 0.0161 0.0980 -0.0312 0.2043
C 7.59571 0.16274 1.54857 -0.0193 0.0499 0.0154 -1.4510
C 6.52355 -0.26970 0.55851 0.1217 0.1533 0.0352 -0.2634
N 5.30906 -0.74772 1.19129 -0.1595 -0.1921 0.0199 0.1860
C 4.39829 -1.40223 0.26739 -0.0023 -0.2250 -0.1325 -0.9062
C 3.77694 -0.55203 -0.84656 -0.1815 -0.0491 -0.0384 -0.4368
C 4.68947 0.15933 2.14320 0.1063 0.1786 0.2264 -0.7523
C 4.27029 1.54898 1.64470 -0.1324 0.0291 0.0820 -0.5842
H 7.83436 -0.64378 2.24337 -0.0570 0.0077 0.0161 0.3315
H 8.50703 0.42767 1.01044 -0.0129 -0.0037 -0.0087 0.4374
H 7.29221 1.03881 2.12350 0.0179 -0.0161 0.0115 0.2993
H 6.93885 -1.08486 -0.04081 -0.1724 -0.0466 -0.0427 0.4359
H 6.33121 0.56261 -0.13693 0.0636 0.0097 -0.0334 0.2287
H 3.59551 -1.87711 0.83781 0.0218 0.0871 0.0865 0.4285
H 4.93872 -2.23185 -0.20023 0.1068 0.0668 0.0345 0.3303
H 2.98727 0.09471 -0.46779 0.0590 0.0714 -0.0073 -0.0963
H 3.31967 -1.20720 -1.59382 0.0285 -0.0302 0.0101 0.2075
H 4.51411 0.06389 -1.36300 0.0077 0.0035 0.0234 0.3352
H 5.37859 0.29314 2.98129 0.0707 -0.0122 -0.0758 0.3627
H 3.82107 -0.33656 2.58447 -0.0037 -0.1083 -0.1509 0.3337
H 5.03086 2.01177 1.01407 0.0147 -0.0316 -0.0025 0.2373
H 4.10959 2.21043 2.49899 0.0145 -0.0120 -0.0017 0.3940
H 3.33360 1.51778 1.08916 0.0512 0.0263 -0.0871 -0.0553
```
Positions in Å, forces in eV/Å.



(2)
Here is a structure of composition C7H19BrINO2P2 at a distorted geometry from the Open Molecules 2025 dataset. Energies are from ωB97M-V with the def2-TZVPD basis set.

Charge   0
Spin multiplicity   1

Geometry as XYZ:
```
33
Properties=species:S:1:pos:R:3:forces:R:3:mulliken_charge:R:1
C -2.64734 -0.57757 2.84007 -0.1758 -0.4109 0.0437 -1.1506
C -2.41304 -1.07144 1.36316 1.1159 1.7685 3.6833 -0.5955
P -1.65920 0.23890 0.22446 -2.3002 -0.4309 -2.0154 0.3209
C -2.13891 1.93598 0.83193 0.9347 -0.7435 1.5292 -1.2307
N 0.14665 0.02723 0.40574 1.4717 1.5385 0.8716 0.2532
C 0.91446 0.87949 -0.56450 0.0245 -0.3537 -1.1471 -1.2739
C 2.25268 0.20481 -0.93206 0.0818 0.3448 -0.1465 -0.4279
C 2.71301 0.47203 -2.39302 0.8349 -0.0612 0.6934 -0.6949
O 2.35691 -0.53429 -3.30761 -0.3075 0.2738 0.0855 -0.3956
C 0.95987 -0.71582 -3.41649 -0.7211 -0.0088 0.0650 -0.3694
P 0.65948 0.12850 2.12921 -0.5530 -0.8196 1.8290 0.5860
O 1.53595 -1.25926 2.31957 -0.4677 0.9671 -0.9676 -0.4856
Br 2.15422 1.78558 2.40963 0.1851 -0.2631 -0.5050 -0.2758
H -3.62481 -0.88354 3.23675 0.0986 0.2341 -0.2283 0.3496
H -1.91488 -1.07697 3.48917 -0.1161 0.1879 -0.1303 0.3044
H -2.51132 0.49684 3.00533 -0.2337 -0.1791 -0.0734 0.2512
H -1.63201 -1.90803 1.40611 -1.7538 1.9025 1.1119 0.3145
H -3.29100 -1.53691 0.91885 0.1196 0.4400 -0.2557 0.6403
H -3.22757 1.89964 0.96502 0.1938 -0.1063 -0.2340 0.4128
H -1.71372 2.11364 1.83305 -0.1737 0.4829 -0.2734 0.3501
H -1.86717 2.72065 0.12451 0.0320 -0.2271 0.0492 0.3340
H 0.29035 -0.97907 0.10285 -0.6663 0.0051 -0.2088 0.0012
H 0.27768 0.96394 -1.45493 0.0680 -0.1828 0.2040 0.5888
H 1.05263 1.90725 -0.21414 -0.0343 -0.3436 0.3504 0.4196
H 3.02757 0.55669 -0.23835 -0.1154 -0.0354 -0.1932 0.4579
H 2.22894 -0.88977 -0.81984 -0.2656 0.2154 -0.0020 0.3148
H 3.81018 0.45389 -2.35783 -0.2230 0.0157 -0.2073 0.3421
H 2.43837 1.48645 -2.73511 -0.2830 -0.2767 0.0164 0.3374
H 0.50587 -1.16230 -2.51707 0.2584 0.0015 -0.1351 -0.0113
H 0.74552 -1.39588 -4.24419 0.2517 0.1224 0.0750 0.2948
H 0.42031 0.23283 -3.59886 0.3073 -0.1219 -0.1119 0.2613
H 1.33436 -1.89483 1.60621 0.1608 -0.1877 0.2403 0.3710
I -1.18404 -2.61866 -0.41759 2.2517 -3.7477 -4.0130 -0.5947
```
Positions in Å, forces in eV/Å.



(3)
Here is a cluster of 2 separate species, C3H5N3 in total at a distorted geometry from the Open Molecules 2025 dataset. Energies are from ωB97M-V with the def2-TZVPD basis set.

Charge   0
ΔE to the lowest compared entry with this formula, charge and spin   2.617 eV
Structure (SMILES)   [H]/N=C1/CN1.C#N
Spin multiplicity   1

Geometry as XYZ:
```
11
Properties=species:S:1:pos:R:3:forces:R:3:mulliken_charge:R:1
H 0.98888 2.13435 -0.11280 -0.0069 -0.0944 0.0032 0.2154
N 0.88160 1.12083 -0.05317 -0.4199 0.0512 0.0802 -0.5810
C -0.31056 0.79606 0.19670 0.2194 -0.0020 -0.0702 0.4140
C -1.29959 -0.25549 0.34555 0.0466 -0.3377 -0.0077 -0.2571
N -1.59372 1.21137 0.45527 0.0083 0.2639 -0.0374 -0.4899
H -1.41667 -0.80186 1.27698 0.0143 0.0788 -0.1294 0.2193
H -1.60287 -0.78871 -0.55433 0.0448 0.1059 0.1208 0.2324
H -2.12129 1.65414 -0.29045 0.0815 -0.0522 0.0449 0.2514
C 2.16226 -1.66706 -0.41747 0.1814 -0.9012 -0.1115 0.1947
N 2.39422 -2.78891 -0.56038 -0.2169 1.0397 0.1358 -0.3794
H 1.91775 -0.61469 -0.28592 0.0473 -0.1520 -0.0288 0.1801
```
Positions in Å, forces in eV/Å.



| no. | E_HOMO (eV) |
| --- | --- |
| 1 | -8.024 |
| 2 | -7.105 |
| 3 | -10.447 |